P | Below is a 2-piece molecular cluster, H3NO2S overall, with properties calculated with the ωB97M-V functional and the def2-TZVPD basis.

Structure (ORCA input):
```
! wB97M-V def2-TZVPD RIJCOSX def2/J DEFGRID3
* xyz 0 1
N 0.0841 -0.3276 1.5108
O -0.2223 -0.8745 0.4198
O -0.7741 0.7274 -0.9762
S 0.4780 0.5740 -1.7598
H -0.6239 -0.2072 2.2052
H 1.0596 -0.0581 1.6586
H -0.0013 0.1661 -3.0584
*
```

As for the gap between HOMO and LUMO (alpha / beta): 0.350 / 0.286 hartree. For the molar mass, the calculation gives 81.10 g mol⁻¹.

=====

Q | Below is a 2-piece molecular cluster, H3NO2S overall, with properties calculated with the ωB97M-V functional and the def2-TZVPD basis.

Structure (ORCA input):
```
! wB97M-V def2-TZVPD RIJCOSX def2/J DEFGRID3
* xyz 0 1
N 0.0430 -0.1677 0.2083
O 2.1500 -1.3546 -1.9945
O 2.9151 -2.4002 0.0208
S 1.7665 -2.0568 -0.7998
H 0.4691 0.7631 -0.1082
H -0.5789 -0.6780 -0.3974
H -0.5588 0.1968 0.8270
*
```

As for the gap between HOMO and LUMO: 0.379 hartree. For the molar mass, the calculation gives 81.10 g mol⁻¹.

=====

R | Below is a 2-piece molecular cluster, H3NO2S overall, with properties calculated with the ωB97M-V functional and the def2-TZVPD basis.

Structure (ORCA input):
```
! wB97M-V def2-TZVPD RIJCOSX def2/J DEFGRID3
* xyz 0 1
N 0.9793 0.0938 -0.1964
O -1.4973 -1.2136 0.0561
O -1.4860 1.2062 0.3484
S -1.5059 0.0712 -0.5495
H 0.6062 0.5901 0.6153
H 0.9370 -0.9190 0.1010
H 1.9666 0.1714 -0.3748
*
```

As for the gap between HOMO and LUMO: 0.385 hartree. For the molar mass, the calculation gives 81.10 g mol⁻¹.

=====

Of them, the most stable is R and the least stable is P.

=====

P | Below is a single C18H20N2O3S molecule, with properties calculated with the ωB97M-V functional and the def2-TZVPD basis.

Structure (ORCA input):
```
! wB97M-V def2-TZVPD RIJCOSX def2/J DEFGRID3
* xyz 0 1
O -1.4322 -2.9577 1.6523
S -1.9086 -2.4493 0.4034
O -3.0627 -3.0480 -0.1981
C -2.1483 -0.6904 0.5446
C -3.2339 -0.1511 0.0077
C -3.6192 1.2513 -0.0080
C -4.8765 1.5996 -0.5064
C -5.2864 2.9189 -0.5307
C -4.4454 3.9157 -0.0632
C -3.1920 3.5847 0.4280
C -2.7805 2.2665 0.4570
N -0.7040 -2.5850 -0.7503
C 0.5107 -1.9005 -0.6659
C 1.1491 -1.4326 -1.8106
C 2.3617 -0.7818 -1.7247
C 2.9790 -0.5462 -0.4906
N 4.2297 0.0617 -0.4539
C 4.9851 0.1334 0.7801
C 4.6461 1.4055 1.5679
O 4.8799 2.5539 0.7795
C 4.1382 2.5082 -0.4186
C 4.4730 1.2551 -1.2420
C 2.3248 -1.0222 0.6506
C 1.1199 -1.6926 0.5654
H -1.3652 -0.1801 1.0723
H -3.9251 -0.8407 -0.4623
H -5.5335 0.8229 -0.8695
H -6.2631 3.1724 -0.9153
H -4.7641 4.9471 -0.0821
H -2.5339 4.3606 0.7903
H -1.8016 2.0191 0.8374
H -1.0877 -2.6785 -1.6771
H 0.6995 -1.6003 -2.7791
H 2.8449 -0.4694 -2.6373
H 4.8181 -0.7600 1.3793
H 6.0456 0.1708 0.5050
H 5.2851 1.5063 2.4465
H 3.5916 1.3822 1.8838
H 4.3945 3.4157 -0.9677
H 3.0592 2.5113 -0.1924
H 3.8747 1.2502 -2.1503
H 5.5340 1.2752 -1.5132
H 2.7505 -0.8766 1.6307
H 0.6402 -2.0648 1.4560
*
```

As for the gap between HOMO and LUMO: 0.276 hartree. For the molar mass, the calculation gives 344.44 g mol⁻¹. The SMILES is O=S(=O)(/C=C/c1ccccc1)Nc1ccc(N2CCOCC2)cc1.

=====

Q | Below is a single C18H20N2O3S molecule, with properties calculated with the ωB97M-V functional and the def2-TZVPD basis.

Structure (ORCA input):
```
! wB97M-V def2-TZVPD RIJCOSX def2/J DEFGRID3
* xyz 0 1
C 3.7453 5.0683 -1.6372
C 3.5199 3.6225 -1.9659
C 4.1907 3.0532 -3.0386
C 4.0131 1.7210 -3.3660
C 3.1246 0.9554 -2.6399
C 2.4276 1.5189 -1.5766
N 1.5098 0.6996 -0.8802
C 0.1894 0.9837 -0.6913
O -0.3281 2.0328 -1.0144
C -0.5757 -0.1032 -0.0104
C -1.5874 0.2790 0.8660
C -2.3651 -0.6516 1.5353
C -2.1170 -1.9910 1.2947
C -1.1171 -2.3919 0.4028
C -0.3425 -1.4611 -0.2472
C -1.0816 -3.8936 0.3280
C -2.2359 -4.3221 1.2546
N -2.7860 -3.0879 1.8051
S -3.6966 -3.1003 3.2006
C -5.3619 -2.8349 2.5516
O -3.3414 -1.9871 4.0236
O -3.6159 -4.4227 3.7418
C 2.6471 2.8446 -1.1975
C 1.9766 3.4074 0.0158
H 2.7963 5.5947 -1.5559
H 4.2721 5.1723 -0.6884
H 4.3430 5.5448 -2.4101
H 4.8680 3.6596 -3.6223
H 4.5536 1.2863 -4.1935
H 2.9550 -0.0808 -2.8977
H 1.8055 -0.2528 -0.7252
H -1.7566 1.3342 1.0162
H -3.1200 -0.3458 2.2398
H 0.4066 -1.7904 -0.9540
H -0.1208 -4.2791 0.6736
H -1.2369 -4.2451 -0.6928
H -3.0236 -4.8472 0.7054
H -1.9100 -4.9630 2.0757
H -6.0405 -2.7620 3.3918
H -5.3576 -1.9149 1.9825
H -5.6144 -3.6831 1.9301
H 1.0089 3.8298 -0.2540
H 2.5832 4.1818 0.4766
H 1.7962 2.6219 0.7473
*
```

As for the gap between HOMO and LUMO: 0.330 hartree. For the molar mass, the calculation gives 344.44 g mol⁻¹. The SMILES is Cc1cccc(NC(=O)c2ccc3c(c2)CCN3S(C)(=O)=O)c1C.

=====

Of them, the most stable is Q and the least stable is P.

=====

P | Below is a 2-piece molecular cluster, C3H10S2 overall, with properties calculated with the ωB97M-V functional and the def2-TZVPD basis.

Structure (ORCA input):
```
! wB97M-V def2-TZVPD RIJCOSX def2/J DEFGRID3
* xyz 0 1
C 1.8996 -0.1512 -2.1854
S 1.8496 -0.1913 -0.3772
C 0.2896 -1.1435 -0.2000
H 2.8133 0.3728 -2.5433
H 2.2116 -1.1109 -2.6912
H 1.0112 0.3405 -2.5502
H -0.6217 -0.5574 -0.2572
H 0.4344 -1.5725 0.7885
H 0.4311 -1.9900 -0.8682
C -1.3032 1.3214 1.8903
S -2.8141 0.2251 2.1994
H -0.7177 0.9595 2.7288
H -1.5041 2.3378 2.2523
H -0.9261 1.1269 0.8893
H -3.0536 0.0330 0.9241
*
```

As for the gap between HOMO and LUMO: 0.353 hartree. For the molar mass, the calculation gives 110.25 g mol⁻¹. The SMILES is CSC.CS.

=====

Q | Below is a 2-piece molecular cluster, C3H10S2 overall, with properties calculated with the ωB97M-V functional and the def2-TZVPD basis.

Structure (ORCA input):
```
! wB97M-V def2-TZVPD RIJCOSX def2/J DEFGRID3
* xyz 0 1
C -1.7644 0.5080 0.1208
C -0.5739 1.3239 0.6325
S 0.3254 2.0786 -0.7587
H -2.2862 1.0573 -0.6711
H -1.4909 -0.4520 -0.2917
H -2.4537 0.5107 0.9253
H -0.0063 0.8076 1.4778
H -0.9890 2.2164 1.1634
H -0.7382 3.0261 -1.1159
C 1.4674 -2.2253 -0.0755
S 2.0005 -1.0823 -1.3803
H 0.4626 -1.8171 0.2275
H 2.1793 -2.4190 0.8318
H 1.1329 -3.1879 -0.5342
H 2.7343 -0.3451 -0.5519
*
```

As for the gap between HOMO and LUMO: 0.345 hartree. For the molar mass, the calculation gives 110.25 g mol⁻¹. The SMILES is CCS.CS.

=====

Of them, the most stable is P and the least stable is Q.

=====

P | Below is a 3-piece molecular cluster, C3H13N4 overall, with properties calculated with the ωB97M-V functional and the def2-TZVPD basis.

Structure (ORCA input):
```
! wB97M-V def2-TZVPD RIJCOSX def2/J DEFGRID3
* xyz 1 1
C 1.0978 2.3550 -0.8533
C -0.7013 -0.5458 0.0883
C 0.8983 0.9597 -1.5144
N -1.8942 -0.5955 -0.4172
N -0.3798 0.2273 1.0612
N 1.5715 0.8496 -2.6528
N -0.7085 -2.5912 2.7006
H 2.1862 2.7589 -1.0700
H 0.3842 3.0828 -1.3372
H 0.7541 2.3983 0.1716
H 0.0705 -1.0953 -0.3277
H -2.1418 -1.2745 -1.0795
H -2.6233 -0.1570 0.1174
H -1.0596 0.7569 1.5479
H 0.4128 0.0030 1.5894
H 2.0476 1.6826 -2.9832
H 1.9833 0.0375 -3.0606
H -1.3905 -3.0150 2.1126
H 0.2614 -2.7560 2.2964
H -0.7688 -3.0812 3.6107
*
```

As for the gap between HOMO and LUMO: 0.337 hartree. For the molar mass, the calculation gives 105.16 g mol⁻¹.

=====

Q | Below is a 3-piece molecular cluster, C3H13N4 overall, with properties calculated with the ωB97M-V functional and the def2-TZVPD basis.

Structure (ORCA input):
```
! wB97M-V def2-TZVPD RIJCOSX def2/J DEFGRID3
* xyz 1 1
C 0.5322 -2.6262 -0.7203
C 1.2895 0.3338 -1.9812
C 0.0172 -0.6303 -0.1653
N -0.6681 -0.6138 0.9584
N -1.6287 1.2553 2.4414
N 0.6868 0.3640 -0.6946
N 0.3597 1.6707 -0.1799
H -0.4262 -3.0357 -0.4720
H 1.2050 -2.6872 0.0968
H 0.9748 -2.5920 -1.7012
H 1.9225 1.1920 -2.1320
H 1.5622 -0.7647 -2.1538
H 0.5023 0.6109 -2.7335
H -1.2606 -1.3623 1.1553
H -0.8071 0.3169 1.3644
H -1.8151 0.7273 3.3188
H -2.5038 1.5397 1.9066
H 1.2352 2.0611 0.1466
H -0.0549 2.1579 -0.9762
H -1.1228 2.0825 2.5218
*
```

As for the gap between HOMO and LUMO: 0.381 hartree. For the molar mass, the calculation gives 105.16 g mol⁻¹.

=====

Of them, the most stable is P and the least stable is Q.

=====

P | Below is a single C2H3F4NO molecule, with properties calculated with the ωB97M-V functional and the def2-TZVPD basis.

Structure (ORCA input):
```
! wB97M-V def2-TZVPD RIJCOSX def2/J DEFGRID3
* xyz 0 1
N 0.6355 -0.9469 0.3120
C -1.1452 -0.8998 0.1711
F -1.3247 -1.5323 -1.0632
F -1.6865 -1.5699 1.1753
C -1.6939 0.4901 -0.0477
O -0.8282 1.3380 -0.6709
F -1.9728 1.0497 1.0892
F -2.8681 0.4329 -0.6818
H 0.9744 0.0227 0.3973
H 0.7978 -1.2406 1.2825
H -1.0241 1.3464 -1.5526
*
```

As for the gap between HOMO and LUMO: 0.428 hartree. For the molar mass, the calculation gives 133.04 g mol⁻¹. The SMILES is NC(F)(F)C(O)(F)F.

=====

Q | Below is C2H3F4NO as an isolated structure, with properties calculated with the ωB97M-V functional and the def2-TZVPD basis.

Structure (ORCA input):
```
! wB97M-V def2-TZVPD RIJCOSX def2/J DEFGRID3
* xyz 0 1
C -0.6261 0.8419 -0.2714
C -1.3499 -0.4741 0.0355
N 0.6908 0.7332 -0.5123
O -0.8506 -1.0287 1.1385
F -0.8262 1.5581 1.3219
F -1.2776 1.6829 -1.0388
F -1.1765 -1.3238 -1.0402
F -2.6822 -0.2985 0.0966
H 1.1806 1.5865 -0.7423
H 1.1957 0.0955 0.0865
H -1.4496 -1.7034 1.4937
*
```

As for the gap between HOMO and LUMO: 0.438 hartree. For the molar mass, the calculation gives 133.04 g mol⁻¹.

=====

Of them, the most stable is Q and the least stable is P.

=====

P | Below is a 2-piece molecular cluster, C5H5ClO overall, with properties calculated with the ωB97M-V functional and the def2-TZVPD basis.

Structure (ORCA input):
```
! wB97M-V def2-TZVPD RIJCOSX def2/J DEFGRID3
* xyz 0 1
O -2.7446 -1.0811 1.0497
C -1.6799 -1.4401 1.2685
C -0.4327 -1.6789 1.6056
Cl -0.1166 -2.8780 2.8239
H 0.1670 -1.4859 0.7838
C 0.4596 0.9915 0.5546
C 0.6523 1.4537 -0.5370
C 0.7034 1.3104 -1.9941
H 0.7201 1.0200 1.5659
H 1.1158 0.2941 -2.1463
H 1.3987 2.1308 -2.5041
H -0.2430 1.3636 -2.4706
*
```

As for the gap between HOMO and LUMO: 0.346 hartree. For the molar mass, the calculation gives 116.55 g mol⁻¹. The SMILES is O=C=CCl.C#CC.

=====

Q | Below is a single C5H5ClO molecule, with properties calculated with the ωB97M-V functional and the def2-TZVPD basis.

Structure (ORCA input):
```
! wB97M-V def2-TZVPD RIJCOSX def2/J DEFGRID3
* xyz 0 1
C 1.2255 -1.1003 0.7550
C 0.1487 -0.2968 0.0869
C -1.1510 -0.5856 -0.0558
O -1.8238 0.3939 -0.7080
C -0.9251 1.4577 -0.8437
Cl -1.5602 2.9626 -1.4234
C 0.2729 1.0326 -0.3507
H 0.8156 -2.1214 0.8262
H 2.1790 -1.1101 0.2492
H 1.3643 -0.7385 1.7576
H -1.7268 -1.4597 0.1395
H 1.1810 1.5656 -0.4328
*
```

As for the gap between HOMO and LUMO: 0.350 hartree. For the molar mass, the calculation gives 116.55 g mol⁻¹. The SMILES is Cc1coc(Cl)c1.

=====

Of them, the most stable is Q and the least stable is P.